Computed, not measured: a single C3H4N4O molecule in a non-equilibrium geometry, with ωB97M-V with the def2-TZVPD basis set.

Net charge: 0
Gap between HOMO and LUMO: 8.285 eV

Geometry as XYZ:
```
12
Properties=species:S:1:pos:R:3:forces:R:3
H -3.1274 -0.1818 -0.0531 -2.8726 2.4290 0.2071
C -1.2781 -0.1504 -0.0862 -4.2226 6.8806 2.9262
N 0.0261 1.8788 -0.1091 -0.9812 0.8653 2.8191
H -0.1863 -1.6039 -0.1207 0.4361 -4.4070 -0.4254
N -1.1034 1.2798 0.2909 0.6480 0.7542 -3.6050
C 0.9832 -0.0866 0.0002 8.7308 1.6486 -0.9426
N -2.3719 -0.7447 -0.1054 2.3762 -3.4260 -0.9348
H 1.6164 -1.8274 0.4415 0.7838 0.3580 -0.3107
O 2.0011 -1.0326 0.0148 -0.5462 0.4501 0.7558
N -0.1274 -0.6728 -0.0149 0.1267 -1.6070 -0.1390
H 2.2912 1.8417 -0.1316 -2.1601 -1.0295 -0.1859
C 1.2764 1.3001 -0.1266 -2.3189 -2.9162 -0.1647
```
Forces are in eV/Å.

Atom-resolved charges from Mulliken, all expressed in e: 0.281, 0.464, -0.271, 0.097, -0.391, 0.795, -0.680, 0.326, -0.491, -0.079, 0.349, -0.399

=====

Computed, not measured: 2 unconnected molecules or ions with the total composition C5H13NO in a non-equilibrium geometry, with ωB97M-V with the def2-TZVPD basis set.

Net charge: 0
Gap between HOMO and LUMO: 10.332 eV

Geometry as XYZ:
```
20
Properties=species:S:1:pos:R:3:forces:R:3
H -4.4138 -1.6768 2.4479 -0.4269 -0.0265 0.0569
C -0.1869 -0.4079 0.3790 0.3233 0.3092 -0.2102
N 1.8663 0.9265 0.5414 0.1654 -0.0536 -0.0159
H 2.7472 1.1454 0.0877 -0.0912 0.0127 0.1037
H 2.0645 0.4356 1.4065 0.0117 0.0317 -0.0800
C 1.0061 0.4505 -1.7486 -0.2955 0.5133 -0.0034
H -3.2156 -0.8832 1.4110 -0.0076 -0.1890 0.3900
C 1.8517 1.5486 -2.3560 -0.9489 0.1858 -0.3992
C 1.0419 0.1424 -0.3108 -0.5718 0.4441 0.0074
H 0.0850 0.2243 -2.2805 -0.0323 0.0002 -0.0077
C -3.3594 -1.5262 2.2928 0.0315 0.2068 -0.7074
H 1.9027 2.3971 -1.6833 0.0410 0.2552 0.1300
H -0.9440 0.3698 0.4469 -0.0644 0.0321 0.0967
H -2.8987 -2.4864 2.1089 0.1785 -0.2100 -0.0240
H -0.5785 -1.2414 -0.1859 -0.1211 -0.1862 -0.1500
H 2.8493 1.2003 -2.5427 0.5108 -0.2132 -0.1844
H 1.3978 1.9008 -3.3042 0.3655 -0.2122 0.4893
O 1.6642 -0.7017 -1.2617 0.6881 -0.9965 -0.0060
H 0.0545 -0.7445 1.3806 0.0136 -0.1234 0.2340
H -2.9343 -1.0734 3.1709 0.2303 0.2195 0.2804
```
Forces are in eV/Å.

Atom-resolved charges from Mulliken, all expressed in e: 0.310, -1.409, -0.614, 0.265, 0.254, -0.074, 0.178, -1.496, 1.129, 0.424, -0.961, 0.383, 0.255, 0.239, 0.391, 0.360, 0.326, -0.568, 0.364, 0.242

=====

Computed, not measured: a molecular structure, C2H5O3PS in a non-equilibrium geometry, with ωB97M-V with the def2-TZVPD basis set.

Net charge: 0
Gap between HOMO and LUMO: 8.351 eV

Geometry as XYZ:
```
12
Properties=species:S:1:pos:R:3:forces:R:3
P 1.5082 -0.7514 0.5453 0.3193 -0.8100 -0.6951
C 0.9518 -0.4201 -1.2516 -0.4020 0.5153 -1.5791
H 0.8464 -1.3750 -1.8601 0.6580 1.3952 0.6412
H 1.2119 -2.1373 0.5669 1.3221 -0.3362 -0.6640
O -0.4350 0.1344 -1.3268 -0.1276 0.2350 2.0681
H -0.1560 -0.1635 2.1897 -0.4738 -1.2310 -1.8500
O -0.5820 1.9805 0.3421 -2.2437 0.0472 1.7379
H 1.5342 0.4346 -1.7559 -0.4208 -1.8017 0.7020
O -2.4625 0.3308 0.1409 0.2200 0.7041 0.0166
S -1.0387 0.4211 0.1534 1.7324 -2.4345 -0.3064
H -1.2049 2.2569 1.1236 1.6341 -0.2009 -1.9343
C -0.1733 -0.7110 1.1325 -2.2181 3.9177 1.8631
```
Forces are in eV/Å.

Atom-resolved charges from Mulliken, all expressed in e: -0.069, -0.338, 0.274, 0.051, -0.324, 0.156, -0.457, 0.280, -0.549, 0.898, 0.385, -0.307

=====

Computed, not measured: a molecular structure, C27H21GdN7O3S4 in a non-equilibrium geometry, with ωB97M-V with the def2-TZVPD basis set.

Net charge: +1
Gap between HOMO and LUMO (alpha / beta): 4.802 / 4.574 eV
2S+1: 8

Geometry as XYZ:
```
63
Properties=species:S:1:pos:R:3:forces:R:3
C 9.5848 14.4294 13.6220 -1.1545 -0.8192 -0.9318
H 7.9244 11.6573 14.0416 0.2196 -1.0071 -0.8993
H 3.8898 10.1748 11.9642 -0.3436 0.2982 -0.6456
C 5.9913 13.5490 6.5302 0.9527 -0.9624 -1.0994
C 13.3391 14.2450 13.2728 0.5530 -0.5379 -1.1036
C 8.1639 6.8758 11.4091 -1.5537 -0.5104 -0.0343
C 10.4969 11.4313 9.3795 1.0950 2.4862 -0.8509
C 5.8331 10.6542 12.3149 -0.4713 -0.1910 -0.9456
O 11.7197 16.2479 17.3763 -2.2054 -0.6658 -0.5501
H 12.7734 15.3473 15.6735 1.6169 0.1806 1.1821
H 6.1747 15.8658 14.5835 -1.2088 0.5956 0.2307
C 7.4122 14.0299 8.3696 1.0825 0.9855 0.3396
S 10.5135 10.0934 11.2741 -0.4436 0.0944 1.3246
N 8.4128 13.9060 13.0325 1.1023 2.4954 1.7298
C 11.9693 15.1364 15.0655 -4.7590 0.5651 -1.8780
H 6.7329 9.4396 13.7804 -0.4115 0.8892 -0.8931
C 8.3535 14.0121 6.0679 -0.5319 0.5163 1.8798
H 5.2313 13.6970 8.5441 1.3898 -0.5696 -0.4677
C 9.5119 15.3984 14.6670 0.1878 -1.5975 -0.9519
C 10.8908 13.9690 13.1320 2.4711 0.1939 -0.4825
C 9.1292 9.0422 11.0819 -0.4115 0.5602 -1.8482
H 8.7104 10.2836 13.4808 0.6383 -0.0745 -0.0995
S 5.9705 11.8264 11.0759 0.0965 -0.2319 1.0590
H 9.0435 15.6740 10.6305 0.3521 0.2684 0.6099
H 14.1371 14.8016 13.7866 0.0839 -0.8995 -0.4077
O 11.4375 11.4119 8.6828 -1.0141 -0.6972 0.5141
C 8.2850 9.2577 9.9293 1.0214 -0.0963 0.9077
C 13.4619 13.5329 12.0717 1.9101 1.9358 0.7315
Gd 8.8942 12.5316 11.0914 -0.1060 -3.5137 -2.0245
H 6.7429 8.5946 8.8134 -0.7895 -0.6253 -0.7717
S 8.3786 10.5262 8.7268 0.3461 0.7647 0.9666
C 7.2422 14.4517 13.4192 0.6013 -0.8823 -0.4756
H 12.3557 13.1088 10.2672 -0.1471 -0.5587 1.1361
H 14.4578 13.4352 11.5652 -1.1735 0.0268 0.5929
C 8.9541 7.8862 11.8462 1.5276 1.8580 1.2489
H 8.1378 5.9845 11.9950 -0.1170 -0.6532 0.1396
C 8.2790 15.9786 14.9353 -1.5979 -0.6280 -0.1553
C 10.6837 15.5715 15.4388 3.4203 -1.0714 0.3626
H 4.5929 9.2124 13.1674 0.3590 0.6812 -0.5094
N 7.6934 14.3561 9.7342 0.9965 1.9080 -1.7699
N 8.0289 10.9840 13.2383 -1.6044 0.4162 0.7115
C 12.0734 14.4741 13.8017 -1.6361 -0.4810 0.1987
H 9.2006 14.0090 5.4184 0.3843 0.3487 -0.2866
C 8.4391 14.4159 7.4566 -0.6204 -0.9662 -0.6201
N 4.7140 9.9553 12.4685 -0.8777 -1.0611 0.8645
C 7.3011 7.0536 10.3211 1.6875 2.6770 -0.5700
C 8.7293 15.1985 9.7308 -0.8287 -1.3661 -0.4984
S 9.6071 15.4429 8.2625 -0.8457 -0.7545 0.2283
N 10.6451 15.9115 16.8521 -0.8764 1.6366 2.3115
H 5.0857 13.2715 5.9799 -0.1045 0.2867 0.9638
C 7.1170 13.5940 5.6435 -0.3637 0.0115 0.6103
H 6.3599 13.9491 13.0299 0.0689 0.1635 -0.2080
O 9.5303 15.8641 17.4480 2.7187 -0.0154 -1.3750
H 6.7667 6.2750 9.8880 -1.1677 -1.3021 -0.2807
H 9.5089 7.9254 12.8254 -0.3740 -0.8220 -1.1728
C 12.2973 13.2743 11.3715 0.4642 -0.8429 -1.3130
C 7.1196 15.5171 14.3039 2.5161 -0.2932 0.2775
C 7.3609 8.2946 9.6199 -0.3588 -2.0909 1.4422
H 6.9602 13.3052 4.6062 0.1146 0.0998 0.2029
H 8.2033 16.6710 15.7431 -0.0626 0.5072 0.2105
C 6.1549 13.6385 7.8987 -1.7469 0.5673 -0.2497
N 6.7876 10.2506 13.1368 2.3947 0.2952 1.4283
N 11.1107 13.2889 11.9096 -2.4655 2.4754 1.9641
```
Forces are in eV/Å.

Atom-resolved charges from Mulliken, all expressed in e: 0.377, 0.297, 0.204, -0.542, -0.278, -0.625, 0.215, 0.681, -0.583, 0.675, 0.527, -0.130, -0.210, 0.341, -1.189, 0.262, -0.645, 0.369, 0.072, 0.140, 0.550, 0.318, -0.306, 0.481, 0.403, -0.450, 0.313, -1.106, 0.302, 0.499, -0.184, -0.124, 0.348, 0.341, -0.491, 0.417, -0.597, 0.332, 0.187, -0.297, -0.454, 0.570, 0.493, 0.866, -0.446, -0.832, -0.063, -0.127, 0.979, 0.341, -0.412, 0.362, -0.552, 0.505, 0.302, 0.071, -1.142, -0.660, 0.402, 0.589, -0.496, -0.375, 0.185

=====

Computed, not measured: 2 unconnected molecules or ions with the total composition C22H31N4O5 in a non-equilibrium geometry, with ωB97M-V with the def2-TZVPD basis set.

Net charge: -1
Gap between HOMO and LUMO: 7.411 eV

Geometry as XYZ:
```
62
Properties=species:S:1:pos:R:3:forces:R:3
C -1.4326 5.5078 -0.0196 0.2561 0.2573 1.1765
H -5.8697 2.9913 -0.3473 -0.1248 -0.1290 -0.1490
O 0.8550 1.6991 2.3843 0.7580 -0.0750 0.3235
N -1.8631 6.2255 -1.0660 -0.4486 -0.0148 -1.1727
C 4.3650 0.6019 -0.5028 0.5115 -0.7041 -0.7909
H 0.8402 2.1414 -0.3030 0.1600 -0.0384 0.1255
C -1.3883 7.5659 -1.3940 0.0712 -0.5243 0.5487
O 3.0614 1.5587 1.2032 0.8533 -1.0006 -1.0692
H -6.5653 4.6284 -0.3832 0.1170 -0.0461 -0.0595
C 0.5450 -4.8982 -0.8254 -0.1854 0.3235 0.2733
H -2.6007 5.8190 -1.6171 0.0296 0.1151 0.0211
N -3.3501 3.8731 -0.4282 1.2215 -0.2102 -0.3567
H 0.7010 3.6456 0.5988 0.0983 -0.0743 0.0724
C 2.5183 -0.6873 0.4065 0.1791 0.2648 0.0024
H 4.8383 -2.9807 -2.6838 -0.5176 0.0990 0.4900
H 2.3470 -5.0142 1.2913 -0.0309 0.0470 -0.0790
H -1.4537 -4.8333 -0.0121 -0.2494 0.2014 -0.0727
H -0.7915 -7.3188 2.8002 0.0138 0.1177 -0.1317
H -1.4953 -7.7291 1.2253 0.0809 0.1446 0.0077
H -0.7576 3.4401 -1.4551 -0.0109 0.1029 -0.1705
H 1.3027 -5.6670 -1.0012 0.0207 0.0369 0.0278
H -0.4296 -4.2355 2.3026 -0.1377 0.2285 0.1296
C 2.3405 -3.1191 -0.6550 -0.0444 0.2232 -0.2355
C 3.9624 -1.6284 -1.2885 0.2343 0.0240 -0.1557
H 5.5583 -0.3659 -2.0179 -0.0030 0.0143 0.0012
C 2.8682 -1.7635 -0.4329 -0.4049 -0.4701 0.1144
C -5.7363 4.0065 -0.7170 0.0027 -0.1003 0.0662
H -1.8837 7.9323 -2.2927 -0.0193 -0.1511 0.0724
O -1.2584 1.4477 1.7889 0.0425 0.5288 -0.4736
H 2.1949 1.4900 1.7104 -0.4653 0.3146 0.2086
N -0.2179 -6.0390 1.2129 0.3122 -0.6870 0.0544
H -1.6150 2.1266 -0.6783 -0.1101 0.0032 0.2383
C -0.1092 1.9086 1.6124 -1.0830 -0.7336 0.0546
H 4.9338 1.5250 -0.5069 -0.0521 -0.0732 -0.0026
C -2.0163 4.0886 0.1664 -0.0633 -0.2071 -0.1673
H 0.3706 -2.9779 0.1401 -0.0390 -0.0191 0.0694
O -0.6007 5.9569 0.7651 -0.3312 -0.4669 -0.4550
C 0.3427 -4.9794 2.0778 -0.1540 -0.3407 -0.6339
H 1.8881 -3.4738 2.0297 -0.0107 -0.0740 -0.0435
C 3.2867 0.4918 0.3774 -0.9114 0.1547 1.0795
O -4.4708 5.6123 0.4760 0.2941 0.0152 0.1544
H -0.3087 7.5370 -1.5533 -0.0464 0.1292 -0.0016
H -2.0745 3.8898 1.2387 0.0772 0.1230 -0.0564
H 1.6762 -0.7622 1.0884 0.0637 0.0898 -0.0033
H -3.4647 3.0043 -0.9226 0.0624 -0.0670 0.0708
C 0.1776 2.7243 0.3396 -0.5248 0.2718 -0.2353
H 0.6780 -5.4086 3.0273 -0.1820 -0.1535 -0.1222
C -0.6358 -5.5547 -0.1153 0.4852 -0.0364 0.7611
H -2.1084 -6.3282 2.1331 -0.2843 -0.0358 0.1397
C 1.5306 -4.2933 1.3980 -0.4876 0.0127 0.1523
N 4.1138 -2.8095 -1.9900 0.5968 -0.6692 -0.8045
C -1.0744 3.0552 -0.4837 0.4311 0.0808 0.1703
C -4.4519 4.5679 -0.1575 -1.0478 1.0059 0.5050
C 1.1375 -3.7503 0.0173 0.7008 -0.2496 -0.3449
C 4.7131 -0.4560 -1.3445 -0.0578 0.5153 0.3546
H -5.6853 4.0069 -1.8033 -0.1329 -0.1456 -0.1394
H -1.5995 8.2370 -0.5591 0.0674 0.0721 -0.0824
H 0.2184 -4.5112 -1.7954 0.0486 -0.0285 0.0214
H -0.9993 -6.3891 -0.7234 -0.0162 -0.0606 0.2426
C 3.1352 -3.7147 -1.6106 -0.4947 0.9568 0.8495
H 3.0165 -4.7185 -2.0042 0.3651 0.3515 -0.1651
C -1.2090 -6.8994 1.8794 0.5163 0.7604 -0.4054
```
Forces are in eV/Å.

Atom-resolved charges from Mulliken, all expressed in e: 0.254, 0.344, -0.834, -0.075, -0.675, 0.299, -0.956, -0.669, 0.330, -0.964, 0.216, -0.285, 0.270, 0.094, 0.185, 0.347, 0.383, 0.319, 0.321, 0.379, 0.274, 0.394, -0.006, -1.072, 0.334, 0.802, -1.253, 0.333, -0.751, 0.352, -0.045, 0.631, 0.634, 0.418, 0.328, 0.472, -0.687, -0.728, 0.326, -0.015, -0.641, 0.290, 0.383, 0.655, 0.292, -0.393, 0.437, -0.893, 0.362, -0.612, -0.026, -1.338, 0.721, 0.707, -0.836, 0.298, 0.290, 0.370, 0.503, -0.903, 0.367, -1.055

=====

| no. | E_tot (eV) |
| --- | --- |
| 1 | -11179.3117 |
| 2 | -8932.5588 |
| 3 | -28417.0879 |
| 4 | -109079.2823 |
| 5 | -39518.8406 |